{"formula": "C37H24BaCl5N3S4", "method": "ωB97M-V with the def2-TZVPD basis set", "species": ["Ba", "S", "C", "C", "C", "C", "C", "C", "S", "C", "C", "C", "C", "C", "C", "C", "S", "C", "C", "C", "C", "C", "C", "S", "N", "H", "H", "H", "H", "H", "H", "H", "H", "H", "H", "H", "H", "H", "H", "H", "C", "C", "C", "C", "C", "C", "N", "N", "C", "C", "C", "C", "C", "C", "H", "H", "H", "H", "H", "H", "H", "H", "H", "Cl", "C", "C", "C", "Cl", "C", "Cl", "C", "Cl", "C", "Cl"], "xyz": [[-1.016085, -0.204810, 0.297509], [-1.056448, 2.712619, -1.226158], [-1.570060, 2.668870, -2.868928], [-2.047211, 3.862865, -3.467795], [-2.480554, 3.920983, -4.775105], [-2.469598, 2.781126, -5.579269], [-2.005850, 1.598952, -5.031903], [-1.551265, 1.532770, -3.714902], [-0.992430, -0.057972, -3.151981], [0.782541, 0.024433, -3.581783], [1.552321, 1.010278, -2.757816], [1.859793, 2.273274, -3.250670], [2.556441, 3.144605, -2.434379], [2.944865, 2.722716, -1.175242], [2.606834, 1.435838, -0.763136], [2.999674, 0.923769, 0.590227], [1.646814, 1.273863, 1.767461], [1.905253, 0.071026, 3.048700], [2.100259, 0.575912, 4.333919], [2.206129, -0.260867, 5.430160], [2.134248, -1.636922, 5.226469], [1.955640, -2.148694, 3.957485], [1.819771, -1.325286, 2.816130], [1.592819, -2.066578, 1.268442], [1.913747, 0.606699, -1.542036], [-2.070067, 4.748563, -2.845914], [-2.842772, 4.862701, -5.174969], [-2.824880, 2.814277, -6.602213], [-1.996491, 0.690080, -5.623015], [0.855323, 0.254887, -4.644716], [1.158498, -0.981169, -3.393494], [1.518675, 2.570056, -4.234336], [2.782367, 4.149134, -2.771294], [3.489853, 3.375584, -0.505318], [3.907641, 1.405724, 0.952612], [3.106827, -0.161428, 0.554638], [2.154210, 1.651330, 4.459660], [2.338232, 0.150773, 6.423527], [2.207910, -2.315276, 6.069925], [1.885792, -3.217669, 3.803450], [-5.488269, -0.555832, -3.693961], [-4.557737, -1.422648, -3.138488], [-4.032959, -1.171634, -1.881859], [-4.446756, -0.054629, -1.160038], [-5.381778, 0.818988, -1.720884], [-5.896110, 0.565337, -2.979916], [-3.808762, 0.201797, 0.070030], [-4.509433, 0.770556, 0.928625], [-3.866152, 1.120709, 2.132161], [-4.749796, 1.582347, 3.119550], [-4.260230, 1.958591, 4.354111], [-2.886352, 1.884752, 4.577332], [-2.033974, 1.440002, 3.572823], [-2.468723, 1.030536, 2.302095], [-5.880246, -0.738660, -4.687282], [-4.219717, -2.289763, -3.692323], [-3.305442, -1.843472, -1.437158], [-5.659930, 1.703240, -1.164120], [-6.602984, 1.257555, -3.422027], [-5.810492, 1.628996, 2.894131], [-4.930267, 2.305351, 5.132882], [-2.481449, 2.174972, 5.543081], [-0.970228, 1.399747, 3.807241], [-2.785623, -2.414110, 3.139791], [-2.249065, -3.521074, 1.900332], [-1.823028, -2.981446, 0.697614], [-1.367861, -3.912200, -0.213509], [-0.755332, -3.303776, -1.745812], [-1.316376, -5.287673, -0.000553], [-0.721776, -6.387928, -1.198262], [-1.766192, -5.775538, 1.223298], [-1.745530, -7.477083, 1.544697], [-2.233357, -4.883939, 2.188415], [-2.784630, -5.493848, 3.715036]], "forces_ev_per_a": [[0.8, -0.1, -0.3], [0.0, -0.1, 0.2], [0.0, 0.1, -0.2], [0.0, -0.1, -0.1], [0.0, 0.0, 0.1], [0.0, 0.0, -0.1], [0.0, 0.0, 0.0], [0.0, 0.0, 0.0], [0.0, 0.0, 0.0], [-0.2, 0.0, 0.1], [0.1, 0.1, 0.0], [0.0, 0.0, 0.0], [0.0, 0.0, 0.0], [0.0, 0.0, 0.0], [0.0, 0.1, -0.1], [-0.1, 0.0, 0.1], [-0.1, 0.0, 0.0], [0.0, -0.1, 0.0], [0.0, 0.0, 0.0], [0.0, 0.0, 0.0], [0.0, 0.0, -0.1], [0.0, 0.1, 0.1], [0.1, 0.0, 0.1], [-0.2, 0.1, -0.1], [0.0, -0.1, 0.0], [0.0, 0.0, 0.0], [0.0, 0.0, 0.0], [0.0, 0.0, 0.0], [0.0, 0.0, 0.0], [0.0, 0.0, 0.0], [0.0, 0.0, 0.0], [0.0, 0.0, 0.0], [0.0, 0.0, 0.0], [0.0, 0.0, 0.0], [0.0, 0.0, 0.0], [0.0, 0.0, 0.0], [0.0, 0.0, 0.0], [0.0, 0.0, 0.0], [0.0, 0.0, 0.0], [0.0, 0.0, 0.0], [0.0, 0.0, 0.0], [0.0, 0.0, -0.1], [0.1, 0.0, 0.2], [-0.4, 0.0, -0.6], [0.1, 0.0, 0.2], [0.0, 0.0, 0.0], [0.0, 0.1, 0.6], [-0.3, -0.1, -0.6], [0.4, 0.2, 0.6], [0.0, -0.1, -0.2], [0.0, 0.0, 0.1], [0.0, 0.0, 0.0], [0.0, 0.0, 0.0], [-0.3, 0.1, 0.1], [0.0, 0.0, 0.0], [0.0, 0.0, 0.0], [0.0, 0.0, 0.0], [0.0, 0.0, 0.0], [0.0, 0.0, 0.0], [0.0, 0.0, 0.0], [0.0, 0.0, 0.0], [0.0, 0.0, 0.0], [0.0, 0.0, 0.0], [-0.1, 0.1, 0.1], [0.1, -0.1, -0.2], [-0.1, -0.3, -0.1], [0.0, -0.1, 0.3], [0.1, 0.1, -0.3], [-0.1, 0.1, 0.1], [0.0, -0.1, -0.1], [0.0, 0.1, 0.0], [0.0, -0.1, 0.0], [0.0, 0.1, -0.1], [0.0, 0.0, 0.1]], "lowdin_charge": [1.29, 0.44, -0.76, -0.15, -0.13, -0.14, -0.15, -0.56, 0.81, -0.38, -0.37, -0.05, -0.07, -0.04, -0.37, -0.41, 0.84, -0.57, -0.15, -0.13, -0.12, -0.14, -0.75, 0.46, 0.15, 0.08, 0.09, 0.08, 0.09, 0.08, 0.07, 0.11, 0.10, 0.11, 0.08, 0.02, 0.09, 0.08, 0.09, 0.08, -0.11, -0.09, -0.06, -0.26, -0.03, -0.10, -0.05, 0.07, -0.35, -0.07, -0.14, -0.12, -0.17, -0.25, 0.09, 0.10, 0.07, 0.10, 0.09, 0.09, 0.08, 0.08, 0.06, 0.65, -0.73, -0.33, -0.74, 0.60, -0.72, 0.62, -0.72, 0.61, -0.71, 0.61], "lumo_ev": 4.05, "total_energy_ha": -5507.9472, "total_charge": -2}